Density functional theory data (wB97M-V/def2-TZVPD) for 4 unconnected molecules or ions with the total composition C4H17NO3.

Each line ends with the natural charge from an NBO analysis.
Geometry (Å):
C -2.235262 -1.183960 1.644057  -0.63
C -0.871314 -1.209511 0.990910  -0.40
C 0.181657 -0.261431 1.619353  -0.23
N 0.815621 0.609191 0.494710  -0.68
C 1.755137 1.416313 1.170790  -0.42
H -2.913440 -0.831365 0.834689  0.22
H -2.601102 -2.221808 1.710251  0.21
H -2.360984 -0.695124 2.605154  0.22
H -0.564303 -2.195915 0.818287  0.21
H -0.983296 -0.880616 -0.233234  0.18
H -0.269251 0.412294 2.349291  0.18
H 0.962148 -0.618983 2.369070  0.18
H 1.206706 -0.038141 -0.311397  0.40
H 1.383548 1.747832 2.142978  0.20
H 2.781027 1.107563 1.207954  0.18
H 1.755089 2.380414 0.475196  0.19
O -0.497037 1.895240 -1.192458  -0.96
H -0.283799 1.732854 -0.334806  0.48
H 0.109259 1.337421 -1.707435  0.46
O -1.002489 -1.214023 -3.153904  -0.91
H -0.969444 -0.467604 -2.711713  0.45
H -1.913620 -1.257220 -3.090421  0.46
O 2.067838 0.247268 -2.248917  -0.97
H 1.604328 -0.404121 -2.770641  0.49
H 2.842975 0.593420 -2.677753  0.49

Forces on the atoms, in the same order (eV/Å):
C -1.4 -1.2 -1.8
C 0.5 2.3 -2.7
C 0.8 0.3 -1.0
N -0.7 -4.7 1.6
C 0.6 4.1 -2.6
H 0.0 0.6 1.2
H 0.2 0.2 0.6
H 0.1 0.2 -0.2
H 0.9 -1.5 0.4
H 0.3 -0.4 3.4
H -0.8 0.5 -0.7
H -0.4 -0.8 -1.5
H -0.6 1.8 2.5
H 0.1 -0.2 -0.1
H 0.6 -0.6 0.3
H 0.6 -1.3 1.7
O -1.7 1.2 -5.5
H 1.2 -1.2 3.9
H -0.1 0.5 0.5
O 1.8 -4.8 -3.0
H 1.6 6.4 3.6
H -3.3 -1.4 -0.5
O -0.6 0.2 1.1
H 0.3 -0.2 -0.7
H 0.2 -0.1 -0.6

Computed properties:
LUMO level   0.52 eV
Kohn-Sham gap   9.229 eV
Relative energy (zero: lowest compared OMol25 entry of this formula, charge and spin)   74.23 kcal per mole
SMILES   CCCNC.O.O.O


Density functional theory data (wB97M-V/def2-TZVPD) for 4 unconnected molecules or ions with the total composition C4H17NO3.

Each line ends with the natural charge from an NBO analysis.
Geometry (Å):
C 1.588218 -2.019261 0.524692  -0.53
N 0.293215 -1.454715 0.307809  -0.11
C 0.588256 -0.743592 -2.102041  -0.67
C 0.219776 -0.321004 -0.721680  -0.11
C 1.047599 0.869106 -0.189599  -0.67
H 1.993835 -2.851716 -0.084154  0.31
H 1.638757 -2.314647 1.584921  0.28
H 2.384354 -1.286519 0.409647  0.25
H -0.419849 -2.179203 0.195050  0.42
H 1.537869 -1.246531 -2.259487  0.24
H 0.822910 0.062169 -2.810419  0.29
H -0.143635 -1.323107 -2.684159  0.25
H -0.825976 0.058582 -0.738443  0.27
H 1.217850 1.616073 -0.965685  0.28
H 1.950507 0.673937 0.360657  0.23
H 0.393984 1.499515 0.452979  0.24
H -2.791080 0.297180 0.718645  0.47
H -1.936395 1.138917 1.675999  0.50
O -2.490892 1.194450 0.875534  -0.97
H 0.075659 0.209049 1.836269  0.46
H -0.760071 -0.602315 2.760115  0.47
O -0.499284 0.314992 2.608835  -0.90
H -2.584977 2.724979 -0.939416  0.47
H -1.570955 2.526147 -0.035813  0.46
O -1.729675 3.157514 -0.780258  -0.94

Forces on the atoms, in the same order (eV/Å):
C 1.5 0.6 1.6
N 1.0 -0.7 -3.8
C 0.8 -1.2 -2.5
C -0.8 1.8 1.6
C -1.4 1.3 0.3
H -1.3 -0.2 0.0
H 0.0 -0.4 -0.2
H -0.3 0.4 0.0
H -0.4 0.3 0.6
H 0.3 -0.6 0.8
H -0.6 0.8 0.8
H -0.1 0.0 0.8
H 0.5 -0.6 0.2
H 0.4 -0.5 -0.3
H 0.4 -0.3 -0.1
H 0.4 -0.6 0.0
H -0.3 -0.1 0.1
H -0.3 -0.1 0.0
O 0.3 -0.2 0.3
H 0.1 0.6 0.3
H -0.3 0.1 0.6
O 0.3 -0.7 -0.4
H -0.2 0.8 -0.7
H 0.5 1.1 -0.5
O -0.2 -1.6 0.9

Computed properties:
Expectation value of S²   0.754
LUMO level (spin up / spin down)   -3.71 / -8.78 eV
Kohn-Sham gap (spin up / spin down)   9.891 / 4.816 eV
Relative energy (zero: lowest compared OMol25 entry of this formula, charge and spin)   30.01 kcal per mole
Multiplicity   2
Total charge   +1


Density functional theory data (wB97M-V/def2-TZVPD) for 10 unconnected molecules or ions with the total composition C4H18BO17.

Each line ends with the natural charge from an NBO analysis.
Geometry (Å):
O -3.455964 0.411999 1.150625  -0.60
C -2.498994 0.397368 0.428327  0.71
O -1.238817 0.581609 0.745476  -0.64
B -0.403475 0.542933 -0.470859  1.17
O -1.372563 0.329538 -1.552341  -0.64
C -2.602322 0.274147 -1.106805  0.70
O -3.556635 -0.008184 -1.765472  -0.58
O 0.608246 -0.547032 -0.497341  -0.64
C 1.816075 -0.061786 -0.584518  0.72
O 2.847840 -0.676464 -0.491544  -0.63
C 1.676899 1.470000 -0.644336  0.71
O 0.395703 1.744442 -0.629504  -0.64
O 2.595601 2.245180 -0.676069  -0.58
O 4.580990 -2.903414 -0.037647  -0.95
H 3.773825 -3.423040 0.005079  0.46
H 4.274768 -1.983091 -0.024395  0.49
O 3.653703 -0.130439 2.499009  -0.95
H 3.408927 -0.716177 1.767156  0.48
H 3.889149 -0.725063 3.220097  0.48
O -5.785429 -0.814536 -3.304069  -0.97
H -6.250737 -1.201503 -2.556831  0.46
H -4.918569 -0.565661 -2.943025  0.50
O 4.591847 2.049770 1.163660  -0.99
H 4.501071 1.149921 1.538305  0.48
H 4.052284 2.027098 0.348382  0.48
O -0.101232 -3.913042 -0.179012  -0.94
H -0.746271 -3.946697 0.535271  0.47
H 0.650403 -3.438591 0.192861  0.47
O 0.769047 -0.087064 -3.928621  -0.94
H 1.245730 -0.917684 -4.033041  0.47
H -0.163369 -0.334019 -3.951749  0.48
O -2.831508 0.156042 3.960602  -0.96
H -2.845185 0.543563 3.069064  0.49
H -2.087377 -0.452869 3.948028  0.46
O 3.055178 5.348879 -0.456186  -0.95
H 2.326009 5.746641 0.028115  0.46
H 2.781709 4.430688 -0.595093  0.49
O -5.707411 -1.174482 1.753100  -0.97
H -4.895089 -0.687293 1.528295  0.49
H -6.034056 -0.741673 2.547003  0.46

Forces on the atoms, in the same order (eV/Å):
O 0.3 0.0 0.6
C -0.4 0.8 -0.7
O 0.0 -0.3 0.4
B 0.1 -0.4 -0.6
O 0.5 0.5 -0.5
C 0.7 -1.2 0.0
O -0.5 0.4 0.2
O -0.5 -0.5 0.3
C 0.1 0.2 0.7
O -0.1 0.1 -0.1
C 0.5 0.0 -0.3
O -0.1 0.8 0.1
O -0.7 0.1 -0.3
O 0.1 0.1 0.3
H 0.0 0.0 -0.1
H 0.0 -0.3 -0.3
O -0.2 -0.6 0.1
H 0.0 0.1 0.1
H 0.0 0.1 -0.1
O 0.1 0.0 -0.1
H 0.1 0.1 0.0
H -0.3 0.0 0.0
O 0.0 -0.5 -0.3
H 0.1 0.8 -0.1
H 0.5 0.1 0.6
O 0.0 -0.1 0.1
H 0.0 0.0 -0.1
H -0.1 0.1 -0.1
O 0.0 -0.1 0.0
H 0.0 0.1 0.0
H 0.1 0.1 0.2
O 0.1 0.2 -0.1
H -0.1 -0.3 0.2
H 0.0 0.0 0.0
O -0.1 0.0 -0.1
H 0.0 0.0 0.0
H 0.1 0.0 0.1
O 0.1 0.0 0.0
H -0.4 -0.1 0.1
H 0.1 0.0 0.0

Computed properties:
LUMO level   2.05 eV
Kohn-Sham gap   9.797 eV
Relative energy (zero: lowest compared OMol25 entry of this formula, charge and spin)   11.81 kcal per mole
Total charge   -1


Question: Among the records above, which one has the highest relative energy (zero: lowest compared OMol25 entry of this formula, charge and spin)?
Answer: number 1


Question: Among the records above, which one has the highest relative energy (zero: lowest compared OMol25 entry of this formula, charge and spin)?
Answer: number 1


Question: Which of these has the lowest relative energy (zero: lowest compared OMol25 entry of this formula, charge and spin)?
Answer: C4H18BO17